No. 1
The following is a DFT calculation (ωB97M-V/def2-TZVPD) of a gas-phase ion, C8H14N4 (charge +2) at a distorted geometry.

Structure (XYZ):
```
26
Properties=species:S:1:pos:R:3:forces:R:3
C -0.7080 0.8846 -1.4980 -0.4 0.2 -0.3
C -0.3415 0.3986 -0.1522 2.1 -1.2 -0.6
N -1.1155 -0.6857 0.3808 0.4 -0.4 -0.1
C -2.4639 -0.4054 0.8564 -0.8 0.3 0.4
C -0.5907 -1.8794 0.4668 -0.1 0.0 0.0
N 0.6193 -2.1230 0.0147 0.5 -0.4 0.2
C 1.3968 -1.1292 -0.6220 -1.8 1.6 -0.3
C 2.3952 -0.3540 0.0385 0.1 0.4 0.2
N 3.4562 0.0956 -0.6010 -0.2 -0.1 0.1
N 2.2035 0.0003 1.3223 1.0 -0.6 0.3
C 1.2601 0.6751 1.7902 -0.3 0.2 -0.2
C 0.2165 1.3124 0.8858 0.0 0.2 0.0
H -1.5361 1.6004 -1.4262 0.0 0.0 0.1
H -1.0379 0.0784 -2.1503 0.0 0.0 0.0
H 0.1043 1.4259 -1.9783 0.1 0.0 0.1
H -2.9959 0.2214 0.1430 0.1 -0.1 -0.1
H -3.0200 -1.3327 0.9822 0.1 0.0 -0.1
H -2.4309 0.1098 1.8172 0.0 0.0 0.0
H -1.1694 -2.6843 0.9030 0.0 0.0 0.0
H 0.9760 -3.0759 0.0081 -0.3 0.0 0.2
H 1.5348 -1.2655 -1.6898 0.0 -0.1 0.0
H 3.7326 -0.2726 -1.5010 -0.1 0.0 0.0
H 4.0944 0.7364 -0.1451 0.0 0.0 0.0
H 1.2182 0.8376 2.8596 -0.1 0.0 0.1
H -0.5994 1.6601 1.5300 0.0 0.0 -0.1
H 0.6601 2.1979 0.4189 -0.1 0.0 0.0
```
Forces are in eV/Å.

Kohn-Sham gap (alpha / beta) = 8.800 / 8.799 eV
ΔE to the lowest compared entry with this formula, charge and spin = 50.5 kJ/mol
total charge = +2
multiplicity = 1
structure (SMILES) = C\C1=[N+](C)/C=[NH+]\C=C(N)/N=C\C1
DFT total energy = -531.5966 Eh


No. 2
The following is a DFT calculation (ωB97M-V/def2-TZVPD) of C8H14N4O2S in the gas phase at a distorted geometry.

Structure (XYZ):
```
29
Properties=species:S:1:pos:R:3:forces:R:3
C -0.5911 -1.4680 1.0925 -1.6 1.0 -3.1
C -1.9104 -0.9950 -0.6116 -0.3 0.4 0.3
C -4.9730 -0.7568 -1.5002 -1.6 -0.6 -3.0
C -4.6105 -0.5876 -0.2666 1.5 1.7 -1.4
C 2.2862 1.0700 -1.5457 -2.1 -1.5 1.3
C 1.1821 1.5285 0.6857 1.8 1.4 1.6
C 2.6093 -0.4775 0.3540 -0.4 -1.6 0.0
C 1.5294 0.4439 -0.3298 3.5 0.7 1.4
N -1.7764 -2.0412 1.2886 0.1 -0.6 0.3
N -2.5448 -1.9009 0.2754 0.5 -1.2 0.0
N -0.5222 -0.8536 -0.1645 0.5 0.9 1.2
N 0.3670 -0.1316 -0.8340 -3.4 -1.9 -1.0
O -3.1604 1.2776 -1.1904 0.2 0.4 -0.1
O -2.9104 0.9140 1.2295 -0.2 -1.0 0.0
S -3.1691 0.3711 -0.0744 1.1 2.4 -1.2
H 0.1508 -1.5277 1.7642 2.6 0.0 2.0
H -2.1348 -1.0697 -1.6753 0.5 -0.1 0.1
H -5.6801 -1.5527 -1.8220 0.3 0.7 0.7
H -4.6449 -0.1289 -2.3592 0.2 -0.5 1.1
H -4.8724 -1.0820 0.5588 -1.3 -2.1 2.8
H 3.1962 1.3953 -1.0750 0.5 0.7 -0.7
H 2.3956 0.2244 -2.2413 0.3 0.7 -0.2
H 1.5318 1.7897 -1.8428 0.7 0.6 -0.9
H 2.0856 2.1759 0.9815 -0.6 -1.2 -0.8
H 1.0029 1.0497 1.6716 -0.9 0.5 -0.6
H 0.5181 2.3433 0.3621 -0.6 -0.9 0.1
H 2.1083 -0.9093 1.2868 1.0 -0.4 -1.5
H 3.1293 -1.1776 -0.4203 -1.7 0.4 1.5
H 3.5191 -0.0215 0.7542 -0.5 1.0 -0.1
```
Forces are in eV/Å.

Kohn-Sham gap (alpha / beta) = 7.453 / 7.628 eV
ΔE to the lowest compared entry with this formula, charge and spin = 572.3 kJ/mol
multiplicity = 1
DFT total energy = -1080.6674 Eh


No. 3
The following is a DFT calculation (ωB97M-V/def2-TZVPD) of a gas-phase ion, C8H14N7 (charge +1) at a distorted geometry.

Structure (XYZ):
```
29
Properties=species:S:1:pos:R:3:forces:R:3
H -1.0077 2.5598 -2.4203 0.1 0.1 0.2
N -1.4314 1.7400 -2.0058 -0.3 -0.1 -0.4
C -1.1227 1.4863 -0.8079 0.4 0.5 -0.4
N -0.2351 2.2150 -0.0405 0.1 0.1 0.0
C 0.2760 1.9342 1.2594 -0.6 0.0 0.4
N 1.5975 1.3036 1.1958 0.4 -0.2 0.1
C 1.8967 0.3261 0.3520 0.1 -0.1 -0.1
C 3.1079 -0.3014 0.2633 -0.2 0.9 0.9
N 3.3321 -1.2652 -0.6701 0.6 -1.0 -0.7
C 4.4298 -1.9262 -0.8712 -0.6 0.2 0.0
N -1.7609 0.3907 -0.2283 -0.4 -0.5 0.3
C -2.9232 -0.1415 -0.7079 -0.4 -0.6 0.3
C -3.2565 -1.1949 0.1206 0.5 0.8 -0.3
N -4.3832 -1.9666 0.0940 -0.5 -0.3 0.1
C -2.2098 -1.2308 1.0758 -0.2 0.2 -0.5
N -1.3265 -0.2831 0.8486 0.6 0.0 0.3
H 0.1699 3.0034 -0.5261 -0.1 -0.2 0.0
H -0.4180 1.2509 1.7677 0.3 0.5 -0.1
H 0.3900 2.8604 1.8294 0.0 -0.1 -0.1
H 2.2847 1.5871 1.8797 0.0 0.0 -0.1
H 1.0978 0.0382 -0.3211 -0.1 0.0 0.0
H 3.9320 -0.0607 0.9162 0.1 0.0 0.0
H 2.5341 -1.4733 -1.2716 0.2 -0.1 0.0
H 4.4815 -2.6659 -1.6483 -0.2 -0.1 -0.2
H 5.2947 -1.7388 -0.2584 0.0 0.1 0.2
H -3.3985 0.2646 -1.5735 -0.1 0.1 -0.2
H -4.3670 -2.8288 0.6117 0.0 0.0 -0.2
H -4.9074 -1.9820 -0.7640 0.0 -0.1 0.1
H -2.0770 -1.9012 1.9009 0.0 -0.2 0.2
```
Forces are in eV/Å.

Kohn-Sham gap (alpha / beta) = 6.312 / 6.311 eV
ΔE to the lowest compared entry with this formula, charge and spin = 0.0 kJ/mol
total charge = +1
multiplicity = 1
structure (SMILES) = [H]/N=C(\NCN/C=C/[NH+]=C)n1cc(N)cn1
DFT total energy = -696.2474 Eh